*A*
43
Properties=species:S:1:pos:R:3:lowdin_charge:R:1 method="wB97M-V/def2-TZVPD" homo_lumo_gap_ev=6.7 smiles="CCSCOC(=O)c1cc[nH+]c(CCCI)c1-c1ccncc1" charge=+1
C 1.353 -3.927 0.725 -0.151
C 2.029 -4.547 -0.503 -0.511
S 2.773 -3.337 -1.633 0.931
C 1.317 -2.583 -2.349 -0.420
O 0.800 -1.418 -1.653 -0.011
C 1.516 -0.338 -1.870 -0.464
O 2.547 -0.320 -2.470 0.133
C 0.962 0.993 -1.414 0.021
C 1.648 2.086 -1.933 0.060
C 1.215 3.355 -1.640 0.017
N 0.150 3.512 -0.839 0.157
C -0.547 2.497 -0.301 -0.124
C -1.680 2.911 0.578 -0.105
C -1.152 3.504 1.909 -0.291
C -0.441 2.497 2.793 -0.631
I -1.818 1.391 4.001 0.842
C -0.153 1.173 -0.592 -0.016
C -0.965 0.074 -0.023 -0.208
C -2.258 -0.175 -0.473 -0.006
C -2.974 -1.190 0.138 -0.113
N -2.531 -1.948 1.140 0.098
C -1.288 -1.711 1.558 -0.143
C -0.492 -0.726 0.999 -0.047
H 0.278 -3.941 0.573 0.063
H 1.552 -4.512 1.619 0.075
H 1.686 -2.910 0.894 0.051
H 1.282 -5.068 -1.093 0.066
H 2.803 -5.242 -0.208 0.070
H 1.522 -2.338 -3.381 0.093
H 0.516 -3.313 -2.325 0.098
H 2.499 1.921 -2.568 0.138
H 1.704 4.224 -2.042 0.148
H -0.159 4.455 -0.633 0.184
H -2.249 3.696 0.086 0.136
H -2.329 2.085 0.827 0.101
H -0.440 4.306 1.695 0.108
H -1.972 3.965 2.444 0.099
H 0.134 1.772 2.230 0.024
H 0.230 3.003 3.474 0.046
H -2.683 0.405 -1.276 0.126
H -3.976 -1.390 -0.216 0.115
H -0.920 -2.317 2.369 0.116
H 0.509 -0.576 1.382 0.126

*B*
43
Properties=species:S:1:pos:R:3:lowdin_charge:R:1 method="wB97M-V/def2-TZVPD" homo_lumo_gap_ev=6.6 smiles="CCSCOC(=O)c1cc[nH+]c(CCCI)c1-c1ccncc1" charge=+1
C 1.347 -3.729 0.838 -0.159
C 2.079 -4.476 -0.316 -0.494
S 2.808 -3.326 -1.548 0.902
C 1.367 -2.605 -2.391 -0.417
O 0.773 -1.463 -1.724 -0.028
C 1.471 -0.343 -1.934 -0.408
O 2.536 -0.335 -2.521 0.108
C 0.948 1.029 -1.491 0.031
C 1.634 2.146 -1.986 0.050
C 1.206 3.388 -1.648 -0.001
N 0.160 3.534 -0.825 0.157
C -0.540 2.517 -0.318 -0.134
C -1.697 2.878 0.586 -0.091
C -1.103 3.376 1.955 -0.276
C -0.344 2.277 2.722 -0.619
I -1.650 1.108 3.982 0.829
C -0.168 1.196 -0.651 -0.017
C -1.016 0.109 -0.088 -0.198
C -2.357 -0.086 -0.486 -0.006
C -3.052 -1.101 0.144 -0.134
N -2.630 -1.922 1.094 0.100
C -1.362 -1.760 1.453 -0.156
C -0.576 -0.768 0.884 -0.071
H 0.273 -3.803 0.631 0.060
H 1.516 -4.220 1.807 0.078
H 1.653 -2.681 0.914 0.048
H 1.326 -5.042 -0.883 0.067
H 2.844 -5.141 0.092 0.075
H 1.596 -2.411 -3.441 0.099
H 0.594 -3.386 -2.379 0.100
H 2.494 2.005 -2.637 0.146
H 1.718 4.259 -2.052 0.155
H -0.140 4.477 -0.593 0.189
H -2.271 3.718 0.171 0.136
H -2.350 2.038 0.829 0.103
H -0.373 4.182 1.760 0.105
H -1.888 3.825 2.577 0.104
H 0.186 1.580 2.065 0.023
H 0.394 2.744 3.382 0.049
H -2.803 0.545 -1.254 0.130
H -4.088 -1.244 -0.183 0.120
H -0.972 -2.416 2.232 0.120
H 0.457 -0.672 1.233 0.124

Pick *A*: it beats the second-best structure by 45.2 kJ/mol.

*A*
13
Properties=species:S:1:pos:R:3:lowdin_charge:R:1 method="wB97M-V/def2-TZVPD" homo_lumo_gap_ev=12.8 charge=+1
O -1.606 0.748 1.392 -0.071
H -1.348 1.594 1.774 0.063
H -2.566 0.703 1.525 0.075
H -0.808 -0.991 0.135 0.001
C -0.306 0.488 -1.542 -0.253
S 0.372 -0.829 -0.487 1.074
C 1.492 -0.083 0.705 -0.254
H -1.253 0.832 -1.161 0.048
H 0.412 1.311 -1.518 0.070
H -0.334 0.126 -2.552 0.055
H 0.981 0.516 1.455 0.058
H 2.144 0.515 0.073 0.069
H 2.007 -0.921 1.162 0.064

*B*
13
Properties=species:S:1:pos:R:3:lowdin_charge:R:1 method="wB97M-V/def2-TZVPD" homo_lumo_gap_ev=12.7 charge=+1
O -0.681 0.716 2.613 -0.070
H -0.323 1.260 3.329 0.078
H -1.594 0.515 2.845 0.070
H 0.042 0.202 1.018 -0.012
C 1.455 -0.944 -0.607 -0.267
S 0.376 0.462 -0.285 1.047
C -0.911 0.371 -1.572 -0.230
H 0.877 -1.831 -0.808 0.067
H 2.015 -0.695 -1.485 0.055
H 2.131 -1.031 0.227 0.065
H -1.558 -0.470 -1.348 0.064
H -0.332 0.156 -2.458 0.065
H -1.497 1.287 -1.467 0.069

Pick *A*: it beats the second-best structure by 10.5 kJ/mol.

*A*
37
Properties=species:S:1:pos:R:3:lowdin_charge:R:1 method="wB97M-V/def2-TZVPD" homo_lumo_gap_ev=8.5 smiles="CC(=O)c1ccc2c(c1)OCCOCCOCCO2"
C -5.110 -0.324 -0.598 0.025
C -3.904 0.647 -0.367 -0.252
O -4.063 1.943 -0.507 0.000
C -2.711 0.063 0.072 -0.302
C -2.575 -1.243 0.139 0.027
C -1.305 -1.698 0.533 0.005
C -0.360 -0.949 1.124 -0.301
C -0.568 0.475 0.893 -0.005
C -1.721 0.824 0.254 -0.004
O 0.611 1.398 1.159 -0.078
C 0.705 2.674 0.472 -0.186
C 2.189 2.874 0.418 -0.143
O 2.976 2.053 -0.643 -0.166
C 3.266 0.521 0.015 -0.060
C 3.068 -0.412 -1.014 -0.275
O 1.831 -0.939 -1.421 -0.038
C 1.638 -2.112 -0.724 -0.293
C 1.636 -2.457 0.668 0.044
O 0.875 -1.073 1.280 -0.015
H -6.078 0.158 -0.994 0.131
H -4.807 -0.788 -1.446 0.054
H -5.373 -0.912 0.024 -0.037
H -3.248 -2.039 -0.002 0.121
H -1.164 -2.581 0.761 0.040
H -1.975 1.927 0.266 0.166
H 0.227 2.492 -0.415 0.092
H 0.224 3.579 0.676 0.109
H 2.317 3.821 -0.211 0.139
H 2.549 2.883 1.457 0.125
H 2.534 0.362 0.873 0.128
H 4.279 0.553 0.326 0.109
H 3.903 -1.017 -0.985 0.111
H 3.301 0.072 -1.978 0.155
H 2.395 -2.960 -1.062 0.174
H 0.643 -2.368 -1.195 0.152
H 1.127 -3.251 0.962 0.073
H 2.666 -2.197 1.191 0.175

*B*
37
Properties=species:S:1:pos:R:3:lowdin_charge:R:1 method="wB97M-V/def2-TZVPD" homo_lumo_gap_ev=10.0 smiles="CC(C)CCOCC(=O)Oc1ccccc1C(=O)O"
C 5.754 -0.012 1.474 -0.082
C 4.543 -0.079 0.544 -0.425
C 4.161 1.314 0.054 -0.072
C 3.349 -0.793 1.196 -0.150
C 2.741 -0.079 2.406 -0.190
O 1.934 1.050 2.114 -0.123
C 0.585 0.816 1.853 -0.103
C 0.213 0.577 0.394 -0.411
O 0.954 0.383 -0.527 0.140
O -1.130 0.602 0.299 0.071
C -1.745 0.395 -0.923 -0.164
C -1.389 1.146 -2.034 0.008
C -2.060 0.974 -3.232 -0.054
C -3.103 0.066 -3.326 -0.068
C -3.465 -0.676 -2.221 -0.004
C -2.786 -0.536 -1.011 -0.053
C -3.223 -1.398 0.114 -0.469
O -4.273 -1.990 0.132 0.112
O -2.337 -1.501 1.114 0.124
H 5.569 0.657 2.311 0.070
H 6.618 0.364 0.931 0.075
H 5.997 -0.998 1.864 0.075
H 4.825 -0.683 -0.327 0.132
H 3.299 1.254 -0.604 0.065
H 3.906 1.956 0.892 0.077
H 4.989 1.763 -0.492 0.076
H 2.574 -0.925 0.441 0.100
H 3.672 -1.783 1.527 0.116
H 3.535 0.308 3.050 0.119
H 2.150 -0.801 2.990 0.121
H 0.200 -0.042 2.427 0.141
H 0.040 1.710 2.178 0.146
H -0.585 1.860 -1.954 0.124
H -1.768 1.558 -4.092 0.109
H -3.630 -0.061 -4.259 0.106
H -4.274 -1.390 -2.264 0.122
H -2.696 -2.086 1.800 0.139

Pick *B*: it beats the second-best structure by 1144.8 kJ/mol.

*A*
19
Properties=species:S:1:pos:R:3:lowdin_charge:R:1 method="wB97M-V/def2-TZVPD" homo_lumo_gap_ev=10.0 smiles=C[C@H]1CNC(S)(S)[NH2+]1 charge=+1
C -1.036 -1.311 -1.658 -0.002
C -0.991 -0.580 -0.350 -0.252
C -0.064 -1.220 0.747 -0.122
N 0.392 -0.134 1.530 -0.073
C 0.652 0.966 0.738 -1.052
S 2.367 0.563 -0.009 0.744
S 0.569 2.685 1.267 0.803
N -0.209 0.693 -0.555 0.015
H 0.072 -1.433 -1.920 0.143
H -1.725 -0.815 -2.293 0.094
H -1.522 -2.170 -1.537 0.051
H -1.938 -0.124 0.070 0.184
H -0.495 -1.918 1.294 0.100
H 0.828 -1.646 0.429 0.099
H -0.067 0.212 2.330 0.118
H 2.775 1.877 -0.414 -0.068
H 0.794 2.495 2.627 -0.057
H 0.363 0.384 -1.349 0.095
H -0.765 1.473 -0.948 0.181

*B*
19
Properties=species:S:1:pos:R:3:lowdin_charge:R:1 method="wB97M-V/def2-TZVPD" homo_lumo_gap_ev=9.0 charge=+1
C 1.639 1.340 -0.589 -0.144
C 1.465 -0.240 -0.617 -0.119
C -0.987 -0.404 -0.520 0.047
C -0.711 1.917 -0.879 -0.491
N 0.541 2.253 -0.808 -0.052
N 0.185 -0.651 0.048 -0.065
S -1.755 -2.813 2.580 0.499
S -1.989 3.106 -0.805 0.876
H 2.138 1.574 0.312 0.108
H 2.432 1.410 -1.366 0.138
H 1.472 -0.696 -1.697 0.156
H 2.386 -0.735 -0.179 0.143
H -1.696 -0.559 0.262 0.084
H -1.065 -0.349 -1.670 0.142
H 0.813 3.198 -0.982 0.130
H 0.267 -0.613 1.103 0.172
H -2.025 -2.777 1.244 -0.213
H -2.057 -4.059 2.645 -0.250
H -1.124 4.049 -0.931 -0.162

Pick *A*: it beats the second-best structure by 117.1 kJ/mol.

*A*
11
Properties=species:S:1:pos:R:3:lowdin_spin:R:1 method="wB97M-V/def2-TZVPD" homo_lumo_gap_ev="5.1 / 6.9" s_squared=2.01 spin_multiplicity=3
C -1.854 -1.337 0.422 0.570
C -0.487 -1.204 0.979 0.098
O 0.259 -0.279 0.065 0.126
C 1.530 0.095 0.335 0.028
O 1.817 0.108 1.554 0.013
O -2.533 -0.233 0.172 0.429
H -2.130 -2.268 -0.098 0.046
H 0.069 -2.147 1.023 0.002
H -0.495 -0.764 1.990 0.018
Hg -1.454 1.289 -0.468 0.659
Li 3.431 0.785 0.770 0.012

*B*
11
Properties=species:S:1:pos:R:3:lowdin_spin:R:1 method="wB97M-V/def2-TZVPD" homo_lumo_gap_ev="5.9 / 5.1" s_squared=2.02 spin_multiplicity=3
O -1.509 0.231 1.600 0.253
C -1.072 -0.548 2.468 0.125
C 0.207 -1.171 2.360 0.662
H -1.753 -0.892 3.267 0.016
H 0.278 -2.259 2.351 0.036
H 1.093 -0.531 2.381 0.033
Hg -0.824 0.644 -0.568 0.427
O 2.406 -0.251 -2.100 0.126
C 1.197 -0.001 -1.747 0.231
O 0.315 -0.916 -1.644 0.095
Li 2.020 1.342 -3.036 -0.004

Pick *A*: it beats the second-best structure by 29.0 kJ/mol.

*A*
50
Properties=species:S:1:pos:R:3:lowdin_charge:R:1 method="wB97M-V/def2-TZVPD" homo_lumo_gap_ev=9.2 smiles="Cc1cc2c(cc1S(=O)(=O)CCC(=O)N(C)Cc1ccccc1)OCC(=O)N2"
C 0.485 0.171 -2.198 -0.029
C 0.861 -1.242 -2.491 -0.237
C 2.031 -1.531 -3.186 0.037
C 2.410 -2.836 -3.458 -0.150
C 1.615 -3.904 -3.023 -0.195
C 0.442 -3.627 -2.342 0.035
C 0.077 -2.317 -2.088 -0.227
S -1.459 -2.108 -1.171 0.729
O -2.113 -3.388 -1.111 -0.317
O -2.233 -1.019 -1.720 -0.321
C -0.953 -1.677 0.545 -0.180
C -1.735 -0.479 1.047 -0.122
C -0.858 0.765 1.114 -0.452
O 0.351 0.714 0.943 0.022
N -1.499 1.919 1.372 -0.095
C -2.927 2.016 1.560 -0.026
C -0.741 3.157 1.455 -0.103
C -0.820 3.754 2.835 -0.220
C -1.316 5.034 3.038 -0.050
C -1.395 5.561 4.316 -0.084
C -0.988 4.808 5.403 -0.092
C -0.494 3.528 5.209 -0.079
C -0.409 3.005 3.932 -0.030
O 1.950 -5.195 -3.302 0.000
C 3.323 -5.436 -3.538 -0.066
C 4.046 -4.377 -4.361 -0.444
O 5.008 -4.618 -5.051 0.089
N 3.553 -3.122 -4.201 0.163
H 0.997 0.852 -2.874 0.086
H -0.589 0.301 -2.292 0.070
H 0.766 0.429 -1.177 0.072
H 2.657 -0.722 -3.533 0.124
H -0.208 -4.426 -2.025 0.124
H -1.130 -2.580 1.119 0.103
H 0.112 -1.450 0.515 0.097
H -2.558 -0.293 0.352 0.101
H -2.158 -0.666 2.036 0.130
H -3.465 1.748 0.648 0.099
H -3.172 3.043 1.822 0.093
H -3.268 1.370 2.371 0.097
H -1.117 3.863 0.708 0.131
H 0.295 2.902 1.213 0.129
H -1.635 5.626 2.192 0.110
H -1.779 6.560 4.463 0.102
H -1.052 5.218 6.400 0.101
H -0.172 2.939 6.054 0.103
H -0.018 2.011 3.774 0.117
H 3.861 -5.522 -2.579 0.147
H 3.385 -6.397 -4.054 0.142
H 4.037 -2.362 -4.662 0.166

*B*
50
Properties=species:S:1:pos:R:3:lowdin_charge:R:1 method="wB97M-V/def2-TZVPD" homo_lumo_gap_ev=7.7 smiles="CCOC(=O)[C@H]1CS[C@H](Cc2ccc(OCc3ccc([N+](=O)[O-])cc3)cc2)N1"
C -2.283 -3.782 -0.811 -0.049
C -1.690 -3.403 0.536 -0.199
O -0.700 -2.367 0.402 0.009
C 0.517 -2.749 0.041 -0.467
O 0.856 -3.883 -0.173 0.125
C 1.476 -1.567 -0.025 -0.276
C 1.960 -1.247 1.418 -0.384
S 3.772 -1.176 1.381 0.900
C 3.795 -1.267 -0.482 -0.553
C 3.987 0.124 -1.108 -0.154
C 2.979 1.143 -0.668 -0.260
C 1.824 1.369 -1.403 -0.043
C 0.856 2.259 -0.968 -0.007
C 1.042 2.953 0.221 -0.273
O 0.149 3.841 0.763 -0.048
C -1.115 3.966 0.162 -0.151
C -1.937 2.701 0.206 -0.197
C -1.693 1.743 1.185 0.002
C -2.442 0.586 1.236 0.027
C -3.449 0.391 0.299 -0.150
N -4.240 -0.808 0.347 -0.351
O -4.109 -1.531 1.314 0.063
O -4.990 -1.030 -0.580 0.084
C -3.707 1.338 -0.686 0.017
C -2.949 2.490 -0.727 -0.017
C 2.215 2.757 0.947 0.007
C 3.169 1.866 0.505 -0.060
N 2.591 -1.916 -0.871 -0.010
H -2.707 -2.910 -1.304 0.072
H -1.517 -4.211 -1.453 0.076
H -3.070 -4.515 -0.661 0.084
H -2.450 -2.986 1.199 0.096
H -1.222 -4.274 1.003 0.125
H 0.951 -0.694 -0.424 0.128
H 1.678 -2.030 2.123 0.076
H 1.568 -0.291 1.761 0.067
H 4.659 -1.880 -0.748 0.110
H 3.940 -0.007 -2.191 0.119
H 4.990 0.463 -0.838 0.115
H 1.669 0.833 -2.328 0.124
H -0.034 2.393 -1.563 0.111
H -1.028 4.329 -0.872 0.135
H -1.621 4.743 0.748 0.145
H -0.910 1.912 1.908 0.127
H -2.259 -0.169 1.984 0.123
H -4.496 1.157 -1.399 0.121
H -3.141 3.233 -1.487 0.121
H 2.354 3.316 1.860 0.121
H 4.068 1.718 1.084 0.101
H 2.691 -2.930 -0.861 0.118

Pick *A*: it beats the second-best structure by 246.4 kJ/mol.

*A*
26
Properties=species:S:1:pos:R:3:lowdin_charge:R:1 method="wB97M-V/def2-TZVPD" homo_lumo_gap_ev=10.2 charge=+1
N 12.218 4.344 22.757 0.355
H 11.576 4.153 22.102 0.054
H 12.707 3.588 23.062 0.067
H 11.663 4.829 23.613 0.207
H 12.965 4.878 22.305 0.130
O 12.243 4.118 25.891 -0.135
H 12.115 3.447 26.759 0.170
H 13.165 4.055 25.630 0.009
O 11.028 7.542 23.161 -0.045
H 10.628 8.268 23.621 0.037
H 11.242 7.740 22.255 0.033
O 10.614 2.000 19.868 -0.035
H 10.339 1.598 19.049 0.044
H 10.560 2.899 19.922 -0.099
O 14.919 2.814 22.110 -0.039
H 14.744 2.247 22.924 0.105
H 15.744 2.392 22.060 0.038
O 13.860 4.439 20.189 0.000
H 14.296 3.896 20.741 -0.093
H 14.366 5.264 20.106 0.074
O 9.794 4.485 19.664 -0.156
H 9.372 4.617 20.658 0.098
H 9.018 4.163 19.094 0.096
O 8.959 3.659 22.273 -0.078
H 8.641 3.857 23.218 0.112
H 8.577 2.848 21.952 0.049

*B*
26
Properties=species:S:1:pos:R:3:lowdin_charge:R:1 method="wB97M-V/def2-TZVPD" homo_lumo_gap_ev=10.6 charge=+1
N 17.190 49.245 0.671 0.319
H 16.195 49.334 0.533 0.080
H 17.367 48.995 -0.252 0.084
H 17.376 48.492 1.348 0.160
H 17.712 49.969 1.032 0.070
O 18.195 51.412 3.259 -0.041
H 18.035 51.441 4.152 0.001
H 19.057 51.970 3.131 0.142
O 15.702 50.604 -0.832 -0.055
H 15.149 49.925 -1.270 0.099
H 14.952 51.196 -0.863 0.082
O 18.278 51.740 -1.201 -0.106
H 18.041 52.371 -1.992 0.108
H 17.380 51.394 -1.156 -0.049
O 17.149 46.545 -0.770 -0.024
H 17.881 46.296 -1.334 0.053
H 16.398 46.502 -1.332 0.028
O 20.213 49.031 0.594 -0.064
H 20.012 48.118 0.755 0.015
H 21.171 49.134 0.852 0.085
O 16.368 52.268 1.495 0.024
H 15.452 52.215 1.685 0.033
H 16.822 52.228 2.235 -0.094
O 14.485 48.718 2.222 -0.073
H 14.827 49.275 2.942 0.048
H 13.532 48.945 2.073 0.075

Pick *B*: it beats the second-best structure by 78.7 kJ/mol.

*A*
8
Properties=species:S:1:pos:R:3:lowdin_charge:R:1 method="wB97M-V/def2-TZVPD" homo_lumo_gap_ev=8.5 smiles="O=CBr.C=S"
O -0.892 3.428 0.204 0.002
C -0.246 2.454 0.145 -0.645
Br 0.732 2.130 -1.549 0.567
H -0.321 1.592 0.809 0.074
C 0.195 -2.391 -0.113 -0.541
S 0.628 -2.124 1.415 0.591
H -0.057 -3.494 -0.251 0.028
H -0.039 -1.595 -0.661 -0.076

*B*
8
Properties=species:S:1:pos:R:3:lowdin_charge:R:1 method="wB97M-V/def2-TZVPD" homo_lumo_gap_ev="8.2 / 8.2"
C 0.351 0.091 -1.096 -0.489
C -0.871 -0.013 -0.407 -0.404
O -0.846 -0.476 0.927 -0.093
S 1.906 0.208 -0.848 0.622
Br 2.984 -0.423 1.330 -0.081
H -1.696 -0.749 -0.928 0.187
H -1.311 1.013 -0.374 0.139
H -0.517 0.349 1.395 0.118

Pick *A*: it beats the second-best structure by 61.4 kJ/mol.